(1)
The following is a quantum chemistry calculation of a cluster of 7 separate species, C23H28Cl2N6O4 in total in a non-equilibrium geometry, from the OMol25 dataset.

Calculated values
SMILES = C[N+](=O)[O-].C[N+](=O)[O-].c1ccncc1.c1ccncc1.c1ccncc1.c1ccncc1.ClCCl
LUMO level = 0.20 eV
HOMO-LUMO gap = 9.919 eV
Spin multiplicity = 1

Positions of all 63 atoms, in Å:
Cl: -0.0239 2.5976 0.5131
Cl: 0.3825 -0.3089 0.3984
O: -5.6652 0.6761 4.7134
O: 2.9923 4.3348 5.7870
O: -5.9955 2.5079 5.7920
O: 4.0881 3.0224 7.0295
N: 3.2864 9.5015 -3.1164
N: 4.0311 -4.9319 6.4893
N: -4.9245 2.9373 -3.0412
N: 3.2610 3.1770 6.1646
N: 0.3344 -8.7586 -5.0395
N: -6.2165 1.3400 5.5234
C: -0.5965 1.0136 -0.1795
C: 0.6838 -7.4367 -3.0962
C: 5.7381 -5.5673 4.8997
C: 5.3199 -5.2902 6.1959
C: 3.0285 8.1770 -2.9136
C: 2.9921 9.9609 -4.4318
C: -4.8603 0.4689 -4.4176
C: -3.9138 1.4284 -4.7462
C: 2.4490 7.7270 -5.1789
C: 0.1104 -7.5571 -5.7767
C: -4.0452 2.7055 -4.0717
C: 2.6007 1.9680 5.6100
C: 2.5792 9.1505 -5.4590
C: 0.7518 -8.6586 -3.7748
C: -7.3293 0.7055 6.2808
C: 2.5269 7.2750 -3.8785
C: 3.4964 -5.1853 4.1389
C: -5.6776 0.5896 -3.3194
C: 0.2721 -6.2737 -3.6848
C: 3.1744 -4.9962 5.4382
C: 0.0053 -6.3294 -5.1235
C: 4.7976 -5.4692 3.8547
C: -5.6204 1.8226 -2.6124
H: 6.7248 -5.8435 4.5584
H: 0.9139 -7.4376 -2.0410
H: 2.6176 1.1070 6.2782
H: 2.3787 6.2220 -3.6900
H: -8.1917 1.3564 6.4251
H: 5.9667 -5.4664 7.0427
H: 2.4350 9.6394 -6.4111
H: -6.9994 0.3702 7.2641
H: -1.6466 0.7709 -0.0167
H: -6.2018 1.9267 -1.7082
H: -0.0079 -7.6720 -6.8440
H: 1.5751 2.3306 5.5407
H: 1.0106 -9.6123 -3.3389
H: 3.0478 1.6483 4.6688
H: -0.3667 1.1282 -1.2389
H: -4.9998 -0.4332 -4.9947
H: -0.1925 -5.4202 -5.6717
H: -6.3863 -0.1641 -3.0097
H: -3.5178 3.6091 -4.3395
H: 3.3156 7.8170 -1.9366
H: 2.0910 7.0283 -5.9205
H: -7.6371 -0.1696 5.7086
H: -3.3747 1.4314 -5.6821
H: 3.1329 11.0263 -4.5396
H: 2.1441 -4.9740 5.7613
H: 2.6996 -5.3249 3.4234
H: 5.0614 -5.8742 2.8889
H: 0.3742 -5.3443 -3.1443

Forces on the atoms, in the same order (eV/Å):
-0.711 -0.801 -0.064
0.203 -0.458 0.316
1.197 -0.991 -1.362
-0.674 -2.335 -0.507
0.297 -0.153 -0.153
0.367 -1.017 0.440
-1.187 -1.498 -2.555
1.036 -1.253 -1.437
0.627 -2.728 -0.404
1.220 2.422 0.503
0.922 2.053 -1.480
-1.614 1.493 1.704
0.643 0.858 -0.685
0.193 -0.327 1.111
-0.835 0.482 -1.123
-1.198 0.292 -0.168
0.408 1.611 -0.379
0.482 -1.083 2.890
0.350 -0.804 -0.343
-1.390 2.784 0.583
-1.119 1.907 -0.142
-0.104 -1.312 3.046
-1.473 -1.373 0.901
-1.176 0.281 -0.077
0.459 -1.585 0.920
-1.710 0.549 -1.855
-0.796 -0.998 0.129
1.156 0.955 -0.504
-0.449 -0.673 -0.770
0.239 2.279 1.220
0.357 -0.597 -2.788
-0.178 0.696 2.908
0.756 -0.620 1.482
1.210 -0.929 0.426
0.594 0.313 -1.397
0.267 -0.142 0.741
0.241 0.078 0.128
0.421 0.532 0.355
-0.034 0.046 0.346
0.459 0.342 -0.234
0.163 0.380 0.097
-0.128 -0.496 -0.269
0.359 0.209 -0.154
0.204 0.545 0.282
-0.150 0.302 0.017
-0.190 -0.067 0.035
-0.048 -0.462 -0.678
0.096 0.118 0.445
-0.115 0.578 -0.046
-0.347 -0.139 0.151
0.396 -0.076 -0.318
-0.054 0.016 -0.064
0.111 -0.108 -0.040
0.340 -0.198 -0.379
-0.215 -0.029 0.234
0.183 0.126 -0.363
0.099 0.094 0.067
0.371 -0.398 0.171
-0.006 0.048 -0.177
-0.272 0.444 -0.181
0.053 0.247 -0.212
0.199 0.463 -0.285
-0.508 0.111 -0.060



(2)
The following is a quantum chemistry calculation of a cluster of 3 separate species, C30H59FN7O11P2S2 in total in a non-equilibrium geometry, from the OMol25 dataset.

Calculated values
Energy above the lowest of the compared OMol25 structures with the same formula, charge and spin = 120.88 kcal/mol
LUMO level = -3.63 eV
Charge = +1
HOMO-LUMO gap = 7.394 eV
Spin multiplicity = 1

Positions of all 112 atoms, in Å:
S: -0.3362 -8.0586 -2.3607
S: -0.5791 -5.6067 -4.1060
P: -3.8981 8.2849 -1.3644
P: -2.8532 4.8178 4.4151
F: -0.4654 -0.5253 -1.4350
O: -2.7478 -3.1694 3.5062
O: -3.2519 8.3875 -2.8265
O: -1.6781 4.3720 3.4207
O: -3.6961 9.7363 -0.7225
O: -2.1527 -5.2398 2.7368
O: -2.8498 7.3670 -0.5780
O: -5.3009 7.8111 -1.3431
O: -3.5856 3.4545 4.8237
O: -2.4067 5.6267 5.5715
O: 2.2407 2.3441 2.8718
O: -3.8963 5.5362 3.4341
N: 0.7965 -0.8678 -1.8030
N: 0.8657 -1.1942 -3.1294
N: 2.1701 -0.7304 0.2647
N: 4.2252 -6.1391 -2.9966
N: 2.9516 -1.3990 -2.0629
N: 1.9125 -6.6980 -2.9574
N: 2.5662 -0.9240 -5.8389
C: -0.0977 -3.8591 -3.5726
C: 2.6607 -7.6246 -2.1420
C: 2.7795 -1.9483 -4.7718
C: 1.0126 -5.0719 0.5779
C: -4.1909 6.9078 3.6555
C: -1.3693 -5.4169 1.5209
C: -4.1779 -3.9143 1.6036
C: 3.3721 -2.2148 1.9055
C: -3.2993 6.1229 -0.0587
C: 2.2704 -1.5143 -3.3248
C: 0.4541 -6.7693 -3.1204
C: 2.5787 -5.4333 0.6182
C: 4.1698 -7.3080 -2.1272
C: 2.9173 -5.7860 -3.4940
C: 1.0764 -0.2509 1.1814
C: -2.6418 10.5739 -1.1767
C: 0.1981 -5.6705 1.8550
C: -4.0918 8.8720 -3.8686
C: 3.5945 2.1208 3.3227
C: -3.5260 2.3294 3.9597
C: -0.1915 -1.2335 -4.1766
C: 2.1100 2.2340 1.4360
C: -0.5263 -2.7586 -4.6564
C: -2.9810 -4.0847 2.6689
C: 0.8456 1.3522 0.9890
C: 3.5331 -0.9465 0.8944
C: -0.4435 3.9861 4.0152
C: 4.2440 -3.5050 1.4158
C: 3.3801 -4.8149 1.8688
C: 2.0181 -0.9726 -1.0330
H: -2.5500 5.3558 -0.2680
H: 0.1128 3.3826 3.2982
H: -3.4230 6.2091 1.0225
H: 0.6773 1.5213 -0.1311
H: 2.7023 -4.5500 2.7631
H: -0.0615 1.7246 1.5918
H: 4.3076 -1.2364 0.0942
H: -3.4562 7.3995 4.2982
H: -1.2014 -0.8028 -3.8284
H: -4.7215 8.0598 -4.2335
H: -1.8332 -6.2800 0.9155
H: -3.9779 -2.9215 1.0629
H: -2.5978 1.7868 4.1503
H: 3.0848 1.9157 0.9002
H: -4.3630 1.6682 4.1866
H: -1.4499 -4.4489 0.9020
H: 3.4697 -0.6129 -6.2416
H: 1.3522 -0.3773 2.2946
H: 3.7132 -1.9788 2.9721
H: 0.1362 4.8777 4.2571
H: 0.5692 -5.6047 -0.3426
H: -1.7384 10.0045 -1.4012
H: 1.9030 3.3069 1.0466
H: -5.1650 -3.8220 2.1709
H: 0.0836 -0.8068 0.9998
H: 2.7158 -4.8973 -4.1674
H: 5.2438 -3.5690 1.9813
H: 2.6812 -6.5809 0.5675
H: 3.7038 2.4753 4.4172
H: 1.0296 -3.9109 -3.3717
H: 0.5239 -5.1884 2.8383
H: -4.1920 -4.7656 0.8275
H: 3.8885 -0.0153 1.4452
H: -4.7153 9.6972 -3.5177
H: 4.1356 -5.5884 2.2824
H: 3.8724 -2.2900 -4.7998
H: 4.9758 -7.8685 -1.5605
H: 3.0402 -4.9755 -0.3386
H: -3.4609 9.2290 -4.6835
H: -4.2446 5.7968 -0.5004
H: 3.8974 1.0012 3.3457
H: 4.4437 -3.4867 0.2872
H: 0.3531 -6.8150 1.9183
H: -3.5778 2.6208 2.9090
H: -0.6117 3.3948 4.9182
H: -4.2003 7.4308 2.6966
H: -2.9753 11.1092 -2.0676
H: 2.1037 -0.0766 -5.4832
H: 2.1597 -2.8756 -5.0863
H: -0.0878 -2.9936 -5.6936
H: 2.2830 -2.5918 1.9535
H: -5.1786 6.9930 4.1140
H: 2.3231 -8.5025 -1.5076
H: 0.7898 -3.9524 0.4368
H: 4.3863 2.6892 2.7026
H: -1.6697 -2.8397 -4.7790
H: -0.5919 -3.6987 -2.5405
H: -2.4165 11.3060 -0.4005
H: 0.0907 -0.6183 -5.1095

Forces on the atoms, in the same order (eV/Å):
0.885 2.152 -1.522
1.223 0.132 0.670
-0.847 -0.166 0.146
-0.051 0.683 0.816
0.425 -0.002 0.464
-1.143 -3.525 -3.314
0.297 -0.222 0.763
-0.797 0.166 -0.176
-0.288 -0.850 -0.180
-1.014 1.564 -1.104
-0.358 0.721 -0.710
1.241 0.455 0.089
0.325 0.740 -0.089
-0.445 -0.832 -1.011
1.246 -0.917 -0.912
0.898 -0.926 0.363
0.502 0.087 1.380
4.916 -0.753 -1.322
0.626 0.102 -0.127
-3.397 -0.090 -0.525
-2.872 0.420 -1.466
1.967 -0.005 0.360
0.573 0.486 0.727
0.705 -0.024 0.890
4.332 -0.128 0.965
-0.071 -0.768 0.014
-0.126 -1.231 0.319
-0.308 1.071 0.039
0.442 0.093 -0.441
1.048 -0.265 -0.070
0.787 -0.616 -0.420
-0.159 -0.830 0.379
-1.585 0.899 3.433
0.094 -1.405 1.471
-0.394 0.572 -0.173
-7.196 1.833 -2.610
3.151 -2.313 2.615
-1.245 1.549 0.724
0.358 0.430 -0.151
-0.612 0.006 -1.137
-0.318 0.157 -0.421
1.234 -0.149 0.972
-0.010 -0.449 -0.196
-1.966 -0.550 -0.985
-0.470 1.062 -1.200
-0.420 -0.629 0.151
0.771 2.634 2.652
0.661 -0.396 0.013
0.452 -1.422 0.707
0.427 -0.096 0.175
-0.833 -0.264 1.251
1.034 -0.313 -0.290
-1.258 -0.730 -4.483
0.088 0.219 0.008
-0.152 0.108 0.032
0.033 -0.060 -0.147
0.083 0.045 1.570
0.960 -0.366 -1.473
1.288 -0.802 -0.999
-1.433 0.670 1.079
-0.072 -0.262 -0.014
1.995 -0.470 0.023
-0.065 0.125 0.060
0.911 1.237 0.812
-0.352 -1.466 0.848
-0.015 -0.038 -0.127
-1.499 0.247 1.034
0.028 0.194 0.087
0.165 -1.410 0.736
-0.850 -0.352 0.507
-0.034 -0.275 -2.012
-0.624 -0.079 -1.516
-0.026 -0.100 0.106
0.627 0.824 1.173
-0.056 0.050 0.005
0.289 -1.651 0.516
1.488 -0.267 -0.777
1.713 0.724 0.178
0.278 -1.645 1.009
-1.436 0.428 -1.029
-0.142 1.880 0.122
-0.477 -0.431 -1.857
-1.631 0.376 -0.392
-0.709 -0.605 -1.392
-0.105 1.295 1.369
-0.763 -1.169 -0.923
-0.053 -0.075 -0.065
-1.324 1.105 -0.779
-1.609 0.580 0.666
-1.064 1.195 -1.136
-0.599 -1.026 1.385
0.076 -0.071 0.176
0.082 0.258 0.029
-0.659 1.619 -0.232
-0.354 -0.103 1.621
-0.028 1.903 -0.036
-0.006 -0.023 0.051
0.087 0.070 0.016
-0.056 -0.195 0.015
0.143 -0.021 -0.018
0.400 -0.564 -0.219
0.873 1.389 0.832
-0.432 0.410 1.701
1.616 0.978 -0.152
0.115 -0.039 -0.051
-0.433 1.595 -1.382
0.480 -1.453 0.419
-1.368 -0.776 0.806
1.756 0.249 0.152
0.621 -0.009 -1.720
-0.143 -0.173 0.032
-0.068 -0.941 1.761



(3)
The following is a quantum chemistry calculation of a structure of composition C9H11BMgO6, from the OMol25 dataset.

Calculated values
Energy above the lowest of the compared OMol25 structures with the same formula, charge and spin = 0.00 kcal/mol
LUMO level = -10.49 eV
Charge = +2
HOMO-LUMO gap = 5.709 eV
Spin multiplicity = 1

Positions of all 28 atoms, in Å:
Mg: -1.9591 1.7082 -0.7707
O: -3.0258 0.2878 1.4794
O: -2.4694 -2.1983 0.0243
O: 2.7836 1.1611 -1.7698
O: -0.0181 1.5714 -1.1180
O: -1.3046 -2.9486 -2.3864
O: 2.8019 1.9044 -0.5325
C: -0.7842 1.4584 1.9721
C: -0.7299 -2.1920 -1.6578
C: 0.5512 0.7059 2.2943
C: 1.1066 -0.5794 -1.3527
C: 2.5669 -0.1689 -1.4010
C: 0.0443 0.3419 -0.8912
C: 0.6925 -1.7861 -1.7563
C: -1.1160 -0.2526 -0.1412
C: -1.5153 -1.4994 -0.5468
B: -1.7028 0.4607 1.1981
H: -1.3186 1.7457 2.8784
H: 0.6807 0.6769 3.3748
H: 0.5669 -0.3322 1.9499
H: -0.5188 2.3851 1.4411
H: -3.3655 -0.5073 1.9121
H: 1.3751 -2.5098 -2.1913
H: 1.4090 1.2177 1.8605
H: 2.4623 2.7573 -0.8414
H: 3.0225 -0.3607 -0.4247
H: 3.0770 -0.7763 -2.1515
H: -3.3124 -2.2710 -0.4519

Forces on the atoms, in the same order (eV/Å):
0.231 0.530 -0.078
0.451 -0.021 0.195
-0.340 0.690 0.385
-0.076 0.100 0.148
-0.306 -0.241 -0.212
0.103 -0.068 0.148
-0.251 -0.097 -0.067
-0.239 0.016 -0.235
-0.047 0.103 -0.175
0.040 0.072 0.029
0.184 0.527 0.122
0.166 0.033 -0.162
0.088 -0.797 0.400
-0.059 -0.177 0.032
-0.430 0.231 -0.252
0.121 -0.088 -0.186
0.354 -0.571 0.480
0.068 0.167 -0.060
0.023 0.011 -0.039
-0.021 0.021 0.034
-0.023 0.061 0.150
-0.337 0.005 -0.230
-0.048 0.087 -0.134
-0.026 -0.037 -0.011
0.188 0.062 -0.030
0.023 -0.058 -0.051
-0.010 -0.018 0.063
0.171 -0.544 -0.266